{
  "formula": "C21H21NO2",
  "method": "ωB97M-V/def2-TZVPD",
  "homo_energy_ev": -7.699,
  "total_energy_ev": -27701.1271,
  "molar_mass_da": 319.4,
  "lumo_energy_ev": -2.419,
  "species": ["O", "O", "N", "C", "C", "C", "C", "C", "C", "C", "C", "C", "C", "C", "C", "C", "C", "C", "C", "C", "C", "C", "C", "C", "H", "H", "H", "H", "H", "H", "H", "H", "H", "H", "H", "H", "H", "H", "H", "H", "H", "H", "H", "H", "H"],
  "coordinates": [[-2.519, -0.910, 2.754], [-0.510, 3.167, 2.133], [-1.214, 1.018, 2.677], [3.239, -3.181, 3.641], [-2.323, -0.029, 9.619], [-1.265, 2.212, 1.991], [-1.592, -0.040, 8.312], [2.213, -0.987, 3.150], [4.102, -4.212, 3.307], [-1.692, 1.042, 7.420], [-2.252, 0.198, 2.301], [-1.083, 0.996, 6.176], [-0.817, -1.149, 7.948], [4.020, -1.915, 1.710], [3.153, -2.007, 2.836], [-0.275, -0.111, 5.805], [-0.183, -1.203, 6.719], [0.457, -0.110, 4.588], [1.568, -0.904, 4.381], [5.807, -5.258, 1.769], [4.878, -2.955, 1.391], [-3.090, 0.867, 1.196], [-2.435, 2.209, 0.991], [4.914, -4.125, 2.167], [-3.055, 0.267, 0.281], [6.856, -4.937, 1.728], [5.717, -6.083, 2.480], [-2.059, 2.316, -0.032], [5.535, -2.885, 0.521], [-0.720, -1.978, 8.651], [-2.258, 1.926, 7.717], [4.146, -5.110, 3.925], [-2.168, -0.980, 10.139], [-1.189, 1.809, 5.454], [2.590, -3.275, 4.513], [0.391, -2.085, 6.427], [1.975, -1.471, 5.230], [5.537, -5.626, 0.771], [-1.981, 0.781, 10.276], [-3.127, 3.032, 1.205], [3.992, -1.007, 1.104], [0.144, 0.570, 3.789], [-3.400, 0.109, 9.459], [1.971, -0.234, 2.400], [-4.131, 0.974, 1.516]],
  "forces_ev_per_angstrom": [[0.4, 0.3, 0.1], [-0.1, -0.4, 0.1], [-0.5, 0.4, -0.5], [0.0, 0.4, -0.3], [-0.1, -0.1, 0.3], [-0.3, -0.4, 0.0], [0.2, 0.2, -0.4], [-0.9, 0.6, 1.0], [0.0, 0.1, -0.1], [0.1, -0.1, 0.0], [0.1, 0.4, -0.2], [0.3, -0.2, -0.4], [0.0, -0.1, -0.2], [-0.5, 0.0, 0.3], [1.2, -1.1, -0.2], [-0.5, -0.5, 1.1], [0.1, 0.6, -0.2], [0.5, 0.6, 0.1], [1.0, -0.7, -0.2], [0.1, -0.2, 0.0], [-0.1, 0.0, 0.1], [-0.2, -0.2, 0.0], [0.0, 0.3, -0.1], [-0.2, 0.4, 0.1], [-0.2, -0.1, 0.3], [-0.2, -0.1, 0.0], [0.1, 0.1, -0.2], [0.0, 0.3, 0.2], [-0.2, 0.1, 0.2], [-0.1, 0.1, -0.2], [0.1, -0.3, -0.1], [-0.1, 0.3, -0.2], [-0.1, 0.2, 0.0], [0.0, -0.2, 0.2], [0.2, -0.1, -0.3], [-0.2, 0.2, 0.2], [-0.3, 0.0, -0.6], [0.1, 0.1, 0.2], [0.0, -0.1, -0.2], [0.3, 0.0, -0.1], [0.0, -0.3, 0.1], [-0.4, 0.1, 0.0], [0.2, 0.0, 0.0], [-0.1, -0.2, 0.0], [0.1, -0.3, 0.0]],
  "lowdin_charge": [-0.01, -0.01, 0.08, 0.00, -0.05, -0.53, -0.25, 0.06, -0.03, -0.02, -0.52, 0.03, -0.03, 0.00, -0.21, -0.19, 0.01, 0.06, -0.06, -0.05, -0.03, -0.12, -0.12, -0.26, 0.11, 0.09, 0.08, 0.11, 0.12, 0.11, 0.12, 0.12, 0.08, 0.13, 0.11, 0.11, 0.11, 0.09, 0.09, 0.11, 0.12, 0.08, 0.09, 0.14, 0.11]
}

{
  "formula": "C21H21NO8",
  "method": "ωB97M-V/def2-TZVPD",
  "homo_energy_ev": -8.335,
  "total_energy_ev": -39984.3808,
  "molar_mass_da": 415.4,
  "lumo_energy_ev": -0.475,
  "species": ["O", "O", "O", "O", "O", "O", "O", "O", "N", "C", "C", "C", "C", "C", "C", "C", "C", "C", "C", "C", "C", "C", "C", "C", "C", "C", "C", "C", "C", "C", "H", "H", "H", "H", "H", "H", "H", "H", "H", "H", "H", "H", "H", "H", "H", "H", "H", "H", "H", "H", "H"],
  "coordinates": [[-6.438, -1.305, -0.680], [-0.795, 0.769, -1.462], [-5.368, -3.070, -0.085], [0.213, -0.968, -3.529], [4.812, -0.526, 3.478], [4.091, 1.523, 4.046], [1.449, 1.773, 3.161], [2.415, 2.671, 1.339], [-5.464, -2.029, -0.701], [-3.202, -2.411, -1.545], [2.312, 1.777, 2.139], [4.981, 1.510, 5.153], [3.145, 0.540, 2.150], [-0.575, 2.974, -0.412], [2.334, -0.542, 0.029], [-1.016, -0.371, -3.872], [2.750, -1.376, -1.010], [-4.425, -0.444, -2.244], [4.099, 0.426, 3.277], [-3.345, -0.051, -3.005], [3.156, -0.422, 1.207], [0.375, 0.084, -1.280], [2.001, -1.469, -2.160], [0.645, 2.930, 3.354], [-2.129, -2.010, -2.315], [1.133, 0.155, -0.124], [0.818, -0.751, -2.328], [-1.291, 1.628, -0.453], [-2.186, -0.824, -3.040], [-4.346, -1.623, -1.509], [6.008, 1.372, 4.811], [-1.072, 3.625, 0.303], [-3.172, -3.324, -0.970], [0.785, 0.752, 0.699], [-1.237, -2.617, -2.352], [0.730, 3.220, 4.400], [3.670, -1.933, -0.918], [-0.943, 0.722, -3.848], [-2.340, 1.772, -0.732], [2.312, -2.103, -2.975], [0.469, 2.869, -0.127], [-1.176, -0.681, -4.913], [-0.393, 2.683, 3.122], [0.990, 3.737, 2.705], [-5.329, 0.144, -2.199], [4.867, 2.473, 5.645], [-0.616, 3.440, -1.393], [4.725, 0.696, 5.834], [-1.266, 1.131, 0.524], [3.897, -1.203, 1.347], [-3.390, 0.866, -3.572]],
  "forces_ev_per_angstrom": [[-0.3, 0.1, 0.0], [0.5, -0.2, -0.1], [0.0, -0.2, 0.2], [0.1, -0.1, 0.1], [0.0, 0.1, 0.1], [-0.2, 0.1, -0.2], [-0.1, -0.4, 0.1], [0.0, -0.1, 0.0], [-0.4, -0.2, 0.3], [-0.4, 0.0, 0.2], [0.1, 0.2, -0.2], [0.3, -0.2, 0.2], [0.1, -0.3, -0.3], [0.0, -0.4, -0.1], [-0.4, -0.1, -0.6], [-0.4, 0.3, -0.4], [-0.1, 0.2, 0.3], [-0.2, -0.2, 0.2], [0.2, -0.4, 0.0], [0.2, -0.2, 0.0], [0.2, 0.5, 0.7], [-0.1, 0.0, -0.1], [-0.3, 0.1, -0.1], [-0.1, 0.4, -0.1], [0.0, 0.2, -0.2], [0.1, -0.1, 0.0], [0.3, -0.1, 0.2], [-0.2, 0.4, 0.2], [0.0, -0.2, 0.0], [1.0, 0.4, -0.7], [-0.1, 0.0, 0.1], [0.0, 0.1, 0.1], [0.0, 0.0, 0.0], [-0.2, 0.1, 0.0], [0.1, 0.0, 0.0], [0.0, 0.0, 0.0], [0.1, -0.1, 0.0], [0.0, -0.2, 0.0], [0.1, -0.1, 0.1], [0.0, -0.1, -0.1], [0.1, 0.1, 0.1], [0.0, 0.1, 0.2], [0.1, 0.0, 0.0], [-0.1, -0.1, 0.1], [0.0, 0.0, 0.0], [0.0, 0.0, 0.0], [0.0, 0.1, -0.1], [0.0, 0.1, 0.0], [0.0, 0.0, -0.1], [0.0, 0.0, 0.1], [0.0, 0.1, 0.0]],
  "lowdin_charge": [0.08, -0.08, 0.08, -0.02, 0.12, -0.03, -0.02, 0.12, -0.37, 0.03, -0.49, -0.04, -0.02, -0.05, -0.19, -0.13, -0.02, 0.01, -0.46, -0.02, 0.06, -0.16, 0.01, -0.03, 0.00, 0.06, -0.19, -0.22, -0.19, -0.15, 0.10, 0.08, 0.12, 0.10, 0.13, 0.10, 0.12, 0.14, 0.12, 0.12, 0.06, 0.15, 0.09, 0.09, 0.12, 0.09, 0.08, 0.10, 0.12, 0.13, 0.12]
}

{
  "formula": "C21H22BrN5O4SSiV",
  "method": "ωB97M-V/def2-TZVPD",
  "homo_energy_ev": [-10.736, -10.732],
  "total_energy_ev": -152212.2996,
  "charge": 1,
  "molar_mass_da": 599.4,
  "lumo_energy_ev": [-3.778, -3.779],
  "species": ["Br", "V", "S", "Si", "O", "O", "O", "O", "N", "N", "N", "N", "N", "C", "C", "C", "C", "C", "C", "C", "C", "C", "C", "C", "C", "C", "C", "C", "C", "C", "C", "C", "C", "C", "H", "H", "H", "H", "H", "H", "H", "H", "H", "H", "H", "H", "H", "H", "H", "H", "H", "H", "H", "H", "H", "H"],
  "coordinates": [[4.011, 4.242, 3.810], [0.271, -0.882, -2.312], [-1.802, 0.032, -1.283], [-3.340, 1.795, -3.146], [0.879, -1.627, -0.856], [-0.754, -0.841, -6.061], [-2.492, 0.323, -2.688], [0.247, -0.456, -4.083], [-0.618, -0.379, 1.040], [-0.174, -2.848, -3.220], [0.741, 1.298, -1.651], [2.247, -2.430, 4.486], [2.677, -1.529, 5.207], [2.701, 0.794, 5.665], [-0.104, -2.729, -4.691], [-2.073, 3.138, -3.178], [2.967, 2.124, 5.385], [2.533, -2.906, 2.126], [-4.633, 2.062, -1.850], [2.198, -2.728, 0.763], [4.047, 1.447, 3.333], [0.780, -1.359, 2.779], [-0.248, -1.264, -5.073], [-1.312, 0.218, 1.974], [1.888, -2.192, 3.092], [-1.052, 0.083, 3.355], [-0.016, -0.704, 3.752], [1.193, -1.866, 0.438], [3.749, 0.122, 3.603], [3.631, 2.440, 4.211], [0.429, -1.176, 1.431], [-4.003, 1.364, -4.806], [3.044, -0.199, 4.756], [-0.345, 0.962, -1.400], [-1.677, 3.369, -2.188], [-5.204, 1.151, -1.671], [-4.210, 2.399, -0.904], [-3.210, 1.017, -5.468], [-4.459, 2.243, -5.261], [-4.767, 0.590, -4.740], [-1.118, -3.123, -2.954], [-1.238, 2.879, -3.829], [0.443, -3.582, -2.877], [-0.888, -3.308, -5.184], [4.604, 1.708, 2.447], [2.741, -3.250, -0.010], [-2.520, 4.054, -3.563], [0.867, -3.084, -5.043], [2.680, 2.901, 6.077], [-2.139, 0.837, 1.645], [2.209, 0.513, 6.585], [3.333, -3.576, 2.401], [-1.678, 0.595, 4.069], [-5.337, 2.827, -2.178], [0.195, -0.845, 4.804], [4.106, -0.642, 2.932]],
  "forces_ev_per_angstrom": [[0.0, 0.1, 0.0], [0.0, -0.8, -0.3], [0.2, 0.1, 0.2], [0.0, -0.1, -0.1], [0.4, -0.4, 0.2], [0.1, -0.2, -0.1], [-0.1, 0.3, -0.2], [-0.2, -0.2, -0.6], [0.4, -0.3, 0.1], [-0.1, 0.1, 0.2], [0.3, 0.0, -0.1], [-0.4, 0.2, -0.6], [0.6, 0.2, 0.1], [-0.1, 0.2, -0.1], [-0.1, -0.1, -0.3], [0.1, -0.1, 0.1], [0.0, -0.1, -0.1], [0.0, 0.1, -0.3], [0.0, 0.0, 0.0], [-0.1, 0.1, 0.6], [0.0, 0.1, 0.1], [-0.1, 0.1, 0.1], [0.1, 0.6, 0.7], [0.0, 0.0, 0.2], [0.3, -0.1, 0.6], [0.0, 0.0, -0.2], [0.1, -0.1, 0.1], [-0.3, 0.4, -0.3], [0.0, -0.1, 0.0], [0.0, -0.1, -0.1], [0.0, -0.1, -0.3], [0.0, -0.1, 0.0], [-0.5, -0.4, 0.2], [-0.7, 0.3, 0.3], [0.0, 0.0, 0.1], [-0.1, -0.1, 0.0], [0.0, 0.0, 0.1], [0.0, 0.0, 0.0], [0.0, 0.1, 0.0], [0.0, 0.0, 0.0], [0.2, 0.0, 0.0], [0.1, 0.0, -0.1], [-0.1, 0.1, 0.0], [0.2, 0.1, 0.0], [0.0, 0.0, -0.1], [0.0, 0.0, -0.1], [-0.1, 0.1, 0.0], [-0.1, 0.0, 0.0], [0.0, 0.0, 0.0], [0.0, 0.0, 0.0], [0.0, 0.0, 0.1], [0.0, -0.1, 0.0], [0.0, 0.0, 0.0], [0.0, 0.1, 0.0], [0.0, 0.0, 0.0], [-0.1, -0.1, -0.1]],
  "lowdin_charge": [0.77, 0.91, 1.03, 0.42, -0.23, 0.16, -0.59, -0.19, 0.04, -0.01, 0.18, 0.09, 0.08, -0.03, -0.10, -0.15, -0.11, -0.01, -0.15, 0.02, -0.11, -0.09, -0.53, -0.12, -0.21, -0.02, 0.02, -0.26, -0.02, -0.69, -0.12, -0.14, -0.26, -0.55, 0.04, 0.04, 0.04, 0.04, 0.05, 0.05, 0.12, 0.05, 0.12, 0.14, 0.10, 0.12, 0.05, 0.14, 0.11, 0.11, 0.12, 0.13, 0.11, 0.05, 0.12, 0.11]
}